1.
{"formula": "C27H54Cl18NO2P", "method": "ωB97M-V/def2-TZVPD", "species": ["C", "C", "C", "C", "C", "P", "C", "O", "C", "C", "N", "C", "O", "H", "H", "H", "H", "H", "H", "H", "H", "H", "H", "H", "H", "H", "H", "H", "H", "H", "H", "Cl", "C", "C", "Cl", "H", "H", "H", "H", "Cl", "C", "C", "Cl", "H", "H", "H", "H", "Cl", "C", "C", "Cl", "H", "H", "H", "H", "Cl", "C", "C", "Cl", "H", "H", "H", "H", "Cl", "C", "C", "Cl", "H", "H", "H", "H", "Cl", "C", "C", "Cl", "H", "H", "H", "H", "Cl", "C", "C", "Cl", "H", "H", "H", "H", "Cl", "C", "C", "Cl", "H", "H", "H", "H", "Cl", "C", "C", "Cl", "H", "H", "H", "H"], "coordinates": [[1.70, -4.71, 1.63], [0.25, -4.19, 1.45], [-0.80, -5.30, 1.55], [-1.85, -5.07, 2.62], [-2.98, -4.07, 2.26], [-4.61, -4.84, 1.84], [-4.24, -5.69, 0.21], [-4.85, -6.07, 2.94], [-2.75, -2.99, 1.22], [-2.25, -1.74, 1.93], [-2.78, -1.93, 3.28], [-3.19, -3.21, 3.54], [-3.63, -3.64, 4.53], [2.28, -4.49, 0.75], [1.71, -5.78, 1.72], [2.13, -4.26, 2.50], [0.10, -3.40, 2.16], [0.23, -3.71, 0.48], [-1.21, -5.47, 0.56], [-0.27, -6.20, 1.82], [-2.34, -6.02, 2.79], [-1.36, -4.84, 3.56], [-4.05, -6.74, 0.37], [-5.10, -5.52, -0.41], [-3.38, -5.21, -0.22], [-5.30, -6.79, 2.48], [-3.77, -2.69, 0.96], [-2.34, -3.24, 0.25], [-2.62, -0.84, 1.48], [-1.18, -1.65, 2.06], [-3.45, -1.25, 3.61], [3.58, 0.26, -1.48], [4.65, 1.38, -0.59], [4.70, 1.03, 0.88], [3.15, 1.33, 1.69], [4.28, 2.39, -0.75], [5.64, 1.31, -1.04], [5.44, 1.63, 1.38], [4.96, -0.02, 1.02], [4.09, 4.86, 0.52], [2.90, 5.86, 1.37], [1.54, 5.21, 1.36], [0.81, 5.19, -0.27], [2.88, 6.84, 0.91], [3.25, 5.97, 2.40], [0.86, 5.77, 2.01], [1.58, 4.18, 1.72], [2.52, 3.00, -3.27], [1.82, 2.47, -4.82], [2.81, 1.68, -5.65], [4.14, 2.70, -6.25], [1.47, 3.35, -5.35], [0.96, 1.85, -4.58], [2.30, 1.27, -6.52], [3.24, 0.87, -5.07], [7.32, 2.65, 0.23], [8.35, 3.79, 1.14], [8.41, 3.44, 2.60], [6.85, 3.69, 3.42], [7.95, 4.79, 0.98], [9.34, 3.75, 0.70], [9.14, 4.07, 3.10], [8.70, 2.40, 2.75], [5.82, -7.94, 0.77], [4.31, -8.81, 1.14], [3.36, -8.81, -0.03], [2.69, -7.19, -0.35], [3.86, -8.35, 2.02], [4.59, -9.83, 1.39], [2.51, -9.47, 0.19], [3.84, -9.17, -0.93], [-0.46, 5.14, -6.66], [-1.59, 5.90, -5.51], [-1.04, 5.96, -4.11], [-0.91, 4.34, -3.37], [-2.53, 5.34, -5.55], [-1.78, 6.91, -5.88], [-1.70, 6.54, -3.48], [-0.05, 6.41, -4.09], [-6.20, -2.13, -0.97], [-6.74, -0.47, -1.32], [-5.81, 0.61, -0.84], [-5.75, 0.72, 0.94], [-7.73, -0.37, -0.88], [-6.84, -0.40, -2.40], [-6.16, 1.57, -1.20], [-4.79, 0.46, -1.20], [-4.94, 0.62, -4.36], [-5.59, 2.24, -4.74], [-4.69, 3.35, -4.28], [-4.62, 3.48, -2.50], [-6.58, 2.31, -4.28], [-5.71, 2.28, -5.82], [-5.07, 4.30, -4.65], [-3.67, 3.23, -4.64], [1.08, 3.78, 4.65], [-0.62, 3.81, 5.17], [-1.51, 4.48, 4.17], [-1.20, 6.24, 4.07], [-0.66, 4.30, 6.14], [-0.93, 2.77, 5.30], [-2.55, 4.36, 4.46], [-1.38, 4.06, 3.17]], "lumo_ev": 0.28, "total_energy_ev": -269154.7815, "charge": 0, "homo_ev": -7.76}

=====

2.
{"formula": "C27H54Cl6O12", "method": "ωB97M-V/def2-TZVPD", "species": ["C", "Cl", "Cl", "H", "H", "C", "Cl", "Cl", "H", "H", "C", "Cl", "Cl", "H", "H", "O", "C", "O", "C", "C", "C", "H", "H", "H", "H", "H", "H", "H", "H", "O", "C", "O", "C", "C", "C", "H", "H", "H", "H", "H", "H", "H", "H", "O", "C", "O", "C", "C", "C", "H", "H", "H", "H", "H", "H", "H", "H", "O", "C", "O", "C", "C", "C", "H", "H", "H", "H", "H", "H", "H", "H", "O", "C", "O", "C", "C", "C", "H", "H", "H", "H", "H", "H", "H", "H", "O", "C", "O", "C", "C", "C", "H", "H", "H", "H", "H", "H", "H", "H"], "coordinates": [[0.87, -3.89, 2.04], [0.42, -5.36, 2.91], [1.11, -2.53, 3.20], [1.80, -4.01, 1.50], [0.12, -3.61, 1.30], [0.19, 0.04, 0.62], [-1.18, -1.07, 1.02], [-0.28, 1.33, -0.48], [0.49, 0.61, 1.50], [1.06, -0.53, 0.29], [-4.06, 1.49, 0.02], [-5.02, 0.13, 0.69], [-3.84, 1.32, -1.73], [-4.46, 2.45, 0.34], [-3.05, 1.36, 0.40], [-4.99, -6.52, 1.25], [-5.67, -5.65, 1.80], [-5.67, -4.39, 1.33], [-4.88, -3.87, 0.26], [-3.60, -3.33, 0.83], [-6.43, -5.92, 3.03], [-5.48, -3.09, -0.21], [-4.60, -4.56, -0.54], [-3.04, -4.17, 1.25], [-3.74, -2.56, 1.58], [-2.96, -3.00, 0.00], [-7.49, -6.01, 2.76], [-6.22, -5.11, 3.73], [-6.02, -6.83, 3.46], [5.78, -1.11, 0.31], [4.60, -1.28, -0.07], [3.90, -0.53, -0.85], [4.51, 0.58, -1.46], [3.45, 1.27, -2.30], [3.80, -2.36, 0.55], [5.33, 0.20, -2.07], [4.92, 1.25, -0.70], [2.69, 1.76, -1.68], [3.00, 0.51, -2.94], [3.87, 2.07, -2.91], [3.69, -3.15, -0.20], [2.78, -2.01, 0.74], [4.31, -2.66, 1.46], [1.10, -2.94, -1.11], [1.12, -2.57, -2.29], [1.72, -3.29, -3.30], [2.43, -4.45, -3.11], [1.53, -5.63, -3.00], [0.44, -1.29, -2.65], [3.16, -4.45, -2.30], [3.07, -4.63, -3.98], [2.14, -6.48, -3.32], [0.70, -5.61, -3.70], [1.13, -5.67, -1.98], [-0.04, -1.25, -3.63], [1.07, -0.40, -2.65], [-0.31, -1.05, -1.90], [0.10, 3.68, -5.61], [-0.45, 3.09, -4.67], [-1.60, 3.39, -4.10], [-2.36, 4.43, -4.57], [-3.77, 4.29, -4.00], [0.21, 1.95, -3.95], [-2.39, 4.44, -5.66], [-1.94, 5.37, -4.21], [-3.67, 4.08, -2.93], [-4.34, 3.46, -4.40], [-4.26, 5.24, -4.21], [0.98, 2.43, -3.34], [0.73, 1.30, -4.65], [-0.47, 1.42, -3.28], [2.93, 1.14, 1.95], [3.63, 2.07, 2.29], [3.69, 3.34, 1.81], [2.88, 3.69, 0.68], [2.59, 5.14, 0.66], [4.73, 1.80, 3.29], [1.92, 3.19, 0.67], [3.47, 3.46, -0.21], [2.16, 5.32, -0.32], [3.52, 5.72, 0.68], [1.96, 5.46, 1.50], [5.71, 1.67, 2.81], [4.53, 0.89, 3.85], [4.82, 2.64, 3.98], [-2.55, 3.08, 2.17], [-2.07, 2.27, 2.98], [-0.90, 2.40, 3.70], [-0.13, 3.62, 3.57], [0.65, 3.90, 4.92], [-2.82, 1.02, 3.35], [-0.87, 4.42, 3.48], [0.46, 3.64, 2.66], [1.01, 4.93, 4.97], [1.47, 3.18, 4.96], [0.02, 3.90, 5.81], [-3.69, 1.22, 3.99], [-2.14, 0.29, 3.78], [-3.04, 0.47, 2.44]], "lumo_ev": [2.20, 2.14], "total_energy_ev": -128579.2946, "charge": -1, "homo_ev": [0.67, -8.07], "multiplicity": 2}